No. 1
The following is a DFT calculation (ωB97M-V with the def2-TZVPD basis set) of a cluster of 12 separate species, C20H64N10O12 in total at a distorted geometry.

```
! wB97M-V def2-TZVPD RIJCOSX def2/J DEFGRID3
* xyz 0 1
C -1.11 -0.36 2.63
H -1.66 -3.15 3.59
C 3.40 -2.93 2.02
H 0.71 -2.19 -3.11
O 2.09 -0.38 1.08
H 2.36 -1.27 -2.18
H 3.54 -3.79 1.36
H 0.13 2.22 -2.44
N -2.99 1.46 -5.48
N -1.79 -0.49 3.70
C 2.94 1.60 -4.01
C -0.09 -2.55 -0.59
H -0.07 3.57 -1.39
C 2.73 0.27 0.01
H -4.28 -2.54 0.05
N 0.08 -0.80 2.84
H -4.47 1.54 1.88
N -3.92 1.08 1.19
H -1.67 -1.39 -1.54
C 3.73 -2.15 4.39
H -6.27 1.74 0.88
H -2.38 4.29 -0.45
H -2.28 3.94 3.10
H -3.44 4.10 -1.78
O -1.58 0.19 1.40
H 4.05 -4.51 4.77
C -1.89 2.51 -1.65
H 1.03 -2.49 -0.55
H -0.62 -0.26 0.10
H -1.28 1.29 -3.75
O -2.52 1.85 -2.47
N -5.83 1.09 0.19
H 4.63 0.50 0.89
H 2.55 3.37 -4.71
O -4.57 -1.64 1.83
H 0.87 3.53 0.98
O 0.44 3.55 3.65
H 4.22 -1.33 4.00
H 4.02 -2.18 -0.71
O -1.25 1.07 -7.11
H 4.82 -2.89 -2.04
H -2.77 -0.14 3.76
H -0.91 -1.67 -3.52
N 3.87 0.91 -3.35
H 0.02 2.05 0.83
H 3.77 -0.14 -3.24
O 1.70 1.07 -4.40
H -0.01 0.91 -4.93
H 5.00 -3.33 3.12
H 4.09 3.32 -3.99
C -0.11 -1.45 -2.86
H -0.62 3.63 -3.09
C -0.56 3.00 -2.21
H 2.65 1.05 -1.85
H 1.20 0.20 -1.20
C 0.52 2.68 1.54
H -1.71 1.86 -0.84
O 3.60 -4.32 3.96
H 2.62 -1.95 4.40
H -0.69 2.15 3.39
H 1.12 -3.73 3.99
H -1.57 -0.84 4.68
N 4.01 0.63 0.07
H -0.44 -2.51 0.44
O -0.25 -0.32 -0.82
C -2.86 3.57 -1.10
H -3.82 -3.46 1.30
H 4.54 0.98 -0.71
H -3.46 1.75 -6.36
H 4.16 -2.34 5.32
O 3.12 -1.67 -2.65
H 0.26 -0.49 -3.19
C -3.83 -2.46 1.01
H -2.00 2.97 1.62
H 3.99 -2.07 1.70
H -3.64 3.13 -0.54
H -3.18 1.84 -4.55
H -4.38 -0.74 1.44
C -1.56 3.65 2.33
O 0.36 -3.21 4.30
C 3.96 -3.27 3.39
H -6.40 0.98 -0.69
H -2.97 0.75 1.35
O -4.10 0.00 -0.85
H -2.80 -2.05 0.88
H 4.74 1.28 -2.84
C -0.58 -1.33 -1.45
C -0.30 2.99 2.84
H 0.79 -0.70 2.06
H 0.16 -1.54 3.55
C -1.76 1.20 -5.83
H -1.08 -4.72 3.99
H -0.43 -3.51 -0.96
N 3.25 2.84 -4.27
H 1.43 2.15 1.80
H 3.15 -3.40 -1.73
H -2.90 1.10 -2.03
N -0.99 1.17 -4.73
H -1.47 4.53 1.69
C -4.56 0.79 0.12
H 1.12 2.91 3.94
C -0.75 -3.72 3.61
N 2.20 0.47 -1.12
H 2.31 -2.59 2.08
C 3.83 -2.52 -1.76
H -0.48 -3.78 2.58
*
```

Calculated values
LUMO level: -0.1 eV
ΔE to the lowest compared entry with this formula, charge and spin: 38.0 kcal per mole
molecular weight: 636.8 g/mol
SMILES: NC(N)=O.NC(N)=O.NC(N)=O.NC(N)=O.NC(N)=O.CC(C)O.CC(C)O.CC(C)O.CC(C)O.CO.CO.CO

No. 2
The following is a DFT calculation (ωB97M-V with the def2-TZVPD basis set) of a cluster of 11 separate species, C43H64N9O10 in total at a distorted geometry.

```
! wB97M-V def2-TZVPD RIJCOSX def2/J DEFGRID3
* xyz 1 1
H 25.11 32.89 26.39
H 26.24 33.15 27.69
C 28.60 35.82 28.31
C 28.70 34.42 28.41
H 36.23 32.87 22.65
C 36.03 27.39 30.24
H 28.12 24.01 25.45
N 31.46 30.86 26.93
O 27.06 26.83 24.48
H 30.97 34.02 25.49
O 27.59 37.90 28.91
H 27.13 27.04 26.83
C 30.36 27.08 27.22
C 27.77 36.55 29.15
C 29.91 28.33 30.48
O 34.67 36.48 20.19
H 29.52 27.31 27.87
H 29.79 29.78 27.10
C 32.94 30.65 26.38
C 32.26 35.68 22.79
C 34.11 36.43 21.38
C 35.49 32.53 29.92
H 32.53 35.00 20.81
C 34.87 28.21 29.95
H 31.58 33.94 27.02
H 29.91 27.87 20.72
H 29.72 32.21 26.57
O 28.13 32.39 29.55
H 37.17 31.48 26.41
C 29.62 28.62 22.47
H 35.93 26.86 31.19
H 25.51 34.55 26.80
H 31.78 28.28 28.10
H 27.59 25.28 27.19
H 29.18 36.27 27.51
H 30.47 31.70 25.15
H 31.70 24.82 32.13
C 31.39 28.13 27.09
H 28.48 27.29 23.54
H 31.25 35.34 22.93
C 29.52 25.71 31.28
C 27.06 33.45 25.89
H 30.78 26.13 27.57
C 34.89 31.55 21.97
H 36.41 32.77 30.45
H 32.01 27.88 30.90
H 34.06 32.40 26.98
H 35.67 37.59 22.27
H 30.53 31.31 28.61
C 30.75 26.29 31.20
H 27.49 29.38 30.83
C 31.53 33.33 26.11
C 34.57 32.23 20.81
H 30.03 26.75 26.23
O 29.71 29.45 23.36
H 27.61 32.04 30.27
H 32.27 32.02 28.57
C 34.74 37.07 22.46
C 25.92 33.54 26.72
H 33.52 34.06 25.62
N 33.85 34.45 29.38
H 29.33 33.92 27.69
N 40.14 32.65 26.42
C 27.26 34.47 30.37
C 34.08 36.97 23.72
C 38.99 32.53 26.19
C 32.99 35.59 21.60
H 34.57 31.85 25.43
H 32.11 30.30 28.78
H 33.54 29.91 26.92
H 31.25 31.16 19.34
C 28.57 27.82 30.44
H 34.47 37.43 24.62
C 27.05 35.79 30.16
H 28.28 38.19 28.31
N 27.38 26.09 26.62
O 27.48 28.63 30.23
C 28.37 26.49 30.93
H 36.81 28.13 30.40
O 31.84 25.57 31.55
C 34.06 30.61 22.54
H 35.60 36.72 20.25
H 35.34 32.84 20.34
H 34.32 29.90 23.30
O 31.20 31.02 20.28
O 32.12 36.30 25.06
C 27.36 25.96 25.32
N 29.04 27.44 22.71
H 37.26 32.52 24.95
H 31.82 37.17 25.35
N 33.94 28.85 29.64
H 28.75 26.80 21.99
C 32.90 33.19 25.42
N 29.93 28.75 21.21
C 31.59 31.18 28.40
C 28.00 33.75 29.43
H 29.36 24.72 31.69
H 30.14 29.38 30.36
H 30.66 29.45 25.56
C 30.73 29.48 26.64
N 27.81 24.79 24.89
H 26.89 33.93 31.23
C 33.68 32.04 26.03
H 35.08 31.73 30.54
H 37.11 33.21 26.63
C 32.44 31.25 20.86
C 37.53 32.42 26.00
H 32.08 29.81 22.48
H 27.74 24.54 23.92
O 36.00 31.94 22.74
H 30.36 29.62 20.92
H 27.38 26.06 31.01
H 26.51 36.49 30.78
H 32.88 33.02 24.34
N 27.99 33.45 25.19
H 32.73 30.27 25.38
H 36.22 26.57 29.54
C 30.98 27.58 30.87
C 32.78 30.50 22.03
C 30.71 32.04 26.16
H 32.22 27.78 26.47
C 34.52 33.60 29.69
C 33.35 32.03 20.19
C 32.88 36.22 23.90
H 35.78 32.01 29.00
H 33.24 32.44 19.19
*
```

Calculated values
LUMO level: -1.7 eV
ΔE to the lowest compared entry with this formula, charge and spin: 10.8 kcal per mole
molecular weight: 867.0 g/mol

No. 3
The following is a DFT calculation (ωB97M-V with the def2-TZVPD basis set) of the ion C2H3INO2 with charge -1 at a distorted geometry.

```
! wB97M-V def2-TZVPD RIJCOSX def2/J DEFGRID3
* xyz -1 1
N 0.40 -0.20 -0.39
C -0.65 -0.82 0.30
H -0.45 -0.54 1.37
I -2.86 0.02 -0.04
O 1.89 1.45 -0.92
O 0.75 1.48 1.06
H 0.63 -0.54 -1.41
C 1.05 1.02 -0.07
H -0.76 -1.86 0.12
*
```

Calculated values
LUMO level: 3.0 eV
ΔE to the lowest compared entry with this formula, charge and spin: 0.0 kcal per mole
molecular weight: 200.0 g/mol
SMILES: O=C([O-])NCI

No. 4
The following is a DFT calculation (ωB97M-V with the def2-TZVPD basis set) of a structure of composition C13H16O5Y at a distorted geometry.

```
! wB97M-V def2-TZVPD RIJCOSX def2/J DEFGRID3
* xyz 3 1
H 0.37 -5.00 0.94
C 1.19 2.08 0.89
C -1.06 1.23 1.55
H -0.38 -4.09 2.37
H 0.83 0.34 2.12
C 0.34 0.80 1.27
O 3.80 0.28 0.68
O 3.29 0.19 -1.53
H -1.40 -0.83 -2.32
C 2.73 1.22 -2.14
H 0.30 0.00 0.56
C 2.12 2.21 -1.28
H -2.85 0.72 -1.36
H -2.94 -0.21 0.10
H -1.70 0.47 1.97
H -1.10 2.02 2.28
H 1.60 2.54 1.77
O 2.21 1.07 -3.24
H -0.30 -0.93 -0.84
Y 0.44 -0.48 -2.98
O -2.06 -2.01 -0.86
C -0.12 -4.14 1.33
H 1.63 3.13 -1.58
C -2.26 0.32 -0.55
C 3.10 0.51 -0.15
O -2.40 -2.34 1.31
H 0.36 -2.83 -0.19
C -1.40 -0.89 -1.16
H 0.58 2.72 0.27
C -0.40 -3.16 0.50
C -1.62 1.58 0.16
H -2.42 2.29 0.22
C -1.70 -2.50 0.45
C 2.10 1.61 -0.09
H -0.86 2.08 -0.46
*
```

Calculated values
LUMO level: -14.8 eV
molecular weight: 341.2 g/mol

No. 5
The following is a DFT calculation (ωB97M-V with the def2-TZVPD basis set) of a cluster of 2 separate species, C27H37F20N3O4S in total at a distorted geometry.

```
! wB97M-V def2-TZVPD RIJCOSX def2/J DEFGRID3
* xyz 0 1
F -0.46 4.53 1.18
F -0.99 4.24 3.58
H -3.28 0.82 0.70
H -4.90 1.26 -1.53
H 1.01 -1.74 -0.99
C 2.77 -2.05 3.62
H -1.21 -3.30 1.33
F 1.26 0.67 -1.12
H -3.16 -2.74 1.92
F -0.26 1.96 4.34
O -0.40 0.75 -5.82
C 2.38 -3.15 2.66
H -1.61 0.69 -2.95
C 0.19 -0.75 1.69
H -3.54 0.44 -2.26
C 0.92 -3.11 2.19
N -0.98 -0.28 1.10
F 4.63 -0.23 -0.85
F 1.82 2.21 3.71
F 1.82 5.41 0.88
H -0.21 -2.61 -5.10
H -1.55 -0.91 -6.30
F 3.06 -1.01 -2.14
C -3.04 2.30 -1.37
O 0.77 -0.13 2.55
H 2.80 -0.87 1.13
F 2.35 1.42 1.26
C 0.54 -2.10 1.09
H 2.85 -1.08 3.15
C 2.84 -1.35 0.17
C -2.90 -1.10 -0.27
H -3.63 -1.91 -0.21
N -0.85 0.03 -3.07
H -0.85 -2.55 -1.42
H -0.07 0.61 -3.39
H -2.12 2.12 -0.83
F -3.61 -1.01 4.68
F -1.48 -0.82 5.20
N -0.95 -3.24 -0.68
H -4.70 -0.05 0.21
C 0.45 3.75 1.80
C -0.10 -2.00 -4.20
C 1.85 4.09 1.19
S 4.42 -2.40 4.35
C 0.77 0.20 -6.41
O -2.76 2.71 -2.71
H 0.90 -1.58 -4.20
F 2.97 1.54 -2.17
H -0.18 -2.66 -3.34
F 3.00 4.07 -0.85
C 0.33 4.03 3.33
F 4.15 2.15 0.27
H 5.15 -1.44 3.76
C 3.30 -0.42 -0.93
F 1.00 3.22 -0.83
C 2.83 1.94 0.10
C -1.89 -1.37 0.85
H 1.21 0.98 -7.02
C -1.18 -0.91 -4.14
C -1.40 -0.19 -5.48
H 2.09 -2.00 4.45
H -2.78 3.67 -2.70
C 0.76 2.83 4.23
H 2.49 -4.08 3.22
C -3.85 1.02 -1.40
H 1.73 -3.14 -0.29
H 3.63 -2.09 0.23
H 3.07 -3.23 1.84
F 1.07 3.30 5.45
H -2.32 0.39 -5.39
H -1.89 -3.60 -0.80
F -2.37 0.45 3.64
H -2.40 -1.11 -1.23
C -2.77 -1.74 2.05
H -1.35 0.54 1.57
H -3.63 -1.08 2.16
H 0.53 -0.66 -7.04
H -3.62 3.08 -0.87
C 2.15 3.32 -0.13
C -3.70 0.22 -0.10
F 1.00 5.15 3.67
C 1.50 -2.09 -0.10
C -0.90 -2.55 0.60
O -2.01 -1.74 3.28
H -2.12 -1.40 -3.88
F 2.84 3.91 2.09
F 0.10 2.47 1.57
H 0.31 -2.88 3.07
C -2.36 -0.80 4.18
C 2.57 0.93 -1.02
H 0.67 -4.11 1.87
H 1.50 -0.09 -5.65
*
```

Calculated values
LUMO level: 0.4 eV
molecular weight: 879.6 g/mol
SMILES: N[C@@H]1[C@@](CCCCO)(COC(F)(F)F)NC(=O)[C@]1(CCCS)CCC(F)(F)C(F)(F)C(F)(F)C(F)(F)C(F)(F)C(F)(F)C(F)(F)C(F)(F)F.COC[C@@H](C)N

No. 6
The following is a DFT calculation (ωB97M-V with the def2-TZVPD basis set) of an isolated molecule of C4H5NOS at a distorted geometry.

```
! wB97M-V def2-TZVPD RIJCOSX def2/J DEFGRID3
* xyz 0 1
H 2.17 0.91 0.75
C 1.81 -1.04 0.17
C -0.90 0.77 -0.61
H -1.44 1.16 -1.41
C 1.43 0.38 0.16
H 2.31 -1.47 1.16
H 0.39 2.27 -0.21
O 1.54 -1.75 -0.78
C 0.40 1.22 -0.23
N -1.48 -0.12 0.20
H -3.16 -1.61 0.95
S -3.06 -0.72 -0.14
*
```

Calculated values
LUMO level: -0.5 eV
ΔE to the lowest compared entry with this formula, charge and spin: 72.5 kcal per mole
molecular weight: 115.2 g/mol
SMILES: O=C/C=C\C=N\S

No. 7
The following is a DFT calculation (ωB97M-V with the def2-TZVPD basis set) of a structure of composition C15H19F4N7RuS at a distorted geometry.

```
! wB97M-V def2-TZVPD RIJCOSX def2/J DEFGRID3
* xyz 1 2
F 5.65 -1.99 -1.20
H -2.13 4.02 -3.93
N 1.01 -0.97 -0.45
H -5.19 4.12 -1.41
H -2.76 -0.85 -2.38
C 3.38 -1.57 -0.86
N -1.78 -1.34 -0.59
H 1.13 -3.03 -0.03
C 4.01 1.08 -0.31
H -2.70 5.22 -2.77
C 5.03 0.19 -0.60
H -3.04 -2.52 -1.83
C -0.91 -2.37 -0.01
H -0.84 -2.16 1.07
N 2.22 0.66 -3.76
N -2.21 3.34 -1.98
F 3.12 -2.84 -1.19
H -5.32 4.98 0.13
C -4.64 4.72 -0.68
C -2.53 3.33 -0.69
H -4.32 5.65 -1.15
C -2.29 -1.72 -1.91
H 0.52 -2.61 -1.64
N -3.54 3.97 -0.11
F 4.28 2.36 -0.08
C 2.70 0.66 -0.30
Ru -0.51 0.62 -0.92
H -3.51 -0.24 -0.18
S -1.54 2.42 0.40
C 2.31 -0.69 -0.54
H -2.48 -0.57 1.24
C 3.04 0.45 -4.72
H -3.56 3.85 0.89
N 0.01 1.05 -2.89
F 1.68 1.54 -0.06
N 3.85 0.27 -5.52
H -1.33 -3.37 -0.15
H 6.06 0.51 -0.63
C -2.87 -0.99 0.31
H -1.40 2.77 -2.22
C 1.07 0.86 -3.38
C 0.51 -2.31 -0.58
C 4.69 -1.13 -0.88
H -3.49 -1.87 0.55
C -2.75 4.17 -3.04
H -1.48 -2.07 -2.55
H -3.77 3.89 -3.28
*
```

Calculated values
LUMO level (spin up / spin down): -5.4 / -5.3 eV
ΔE to the lowest compared entry with this formula, charge and spin: 56.8 kcal per mole
⟨S²⟩: 0.781
molecular weight: 506.5 g/mol

No. 8
The following is a DFT calculation (ωB97M-V with the def2-TZVPD basis set) of an isolated molecule of C2H4N4.

```
! wB97M-V def2-TZVPD RIJCOSX def2/J DEFGRID3
* xyz 0 1
N 0.11 1.81 -0.90
N 0.52 -1.17 0.98
N 0.79 0.90 -0.17
H -0.18 -1.85 1.25
N -1.09 1.35 -1.04
C -1.19 0.13 -0.43
H 1.75 1.08 0.07
C 0.03 -0.16 0.15
H 1.34 -1.64 0.61
H -2.09 -0.45 -0.52
*
```

Calculated values
LUMO level: 0.7 eV
ΔE to the lowest compared entry with this formula, charge and spin: 24.7 kcal per mole
molecular weight: 84.1 g/mol
SMILES: Nc1cnn[nH]1